C26H33BrMoN4OSi2 as an isolated structure, computed with ωB97M-V/def2-TZVPD.

Each line ends with the Löwdin charge.
CARTESIAN COORDINATES (ANGSTROEM)
H: -1.6102 -0.1142 2.8453  0.101
N: 0.3495 -0.2091 2.2423  -0.020
H: 1.1184 -1.6774 5.7411  0.140
H: 4.0565 1.3162 0.1971  0.140
C: -4.5038 -0.8154 -1.3363  -0.168
N: 0.5955 -1.6865 -0.4492  -0.126
C: 2.3576 3.2903 -3.7743  -0.064
C: 3.3073 -1.3984 4.1261  0.009
H: -2.9175 -3.0452 0.7905  0.036
H: 2.2591 -4.0198 -2.0439  0.120
C: -0.3658 -0.8805 4.4303  -0.004
C: 2.7460 1.9292 -1.3822  -0.132
H: -1.9805 1.6315 -2.5391  0.019
C: -1.9702 -0.1369 0.1689  -0.489
C: -2.8133 -3.0804 -0.2978  -0.173
H: 5.3019 -1.4326 3.3954  0.126
C: 0.9056 -1.2507 4.7686  0.045
Br: 4.9467 4.4533 -3.8313  0.835
H: 2.2126 3.8199 -4.7065  0.121
Si: -2.4456 1.7222 -0.0882  0.427
C: 3.9592 -0.5475 1.9614  0.023
H: 0.0688 2.2178 0.6823  -0.013
C: -3.9490 2.1556 0.9018  -0.149
C: 1.3309 2.5167 -3.2610  0.023
C: -0.9720 2.6310 0.7286  -0.171
H: -4.8523 1.8356 0.3810  0.045
C: -1.8237 -1.4230 -2.7046  -0.166
C: 1.5216 1.8427 -2.0636  -0.287
H: 4.7235 2.7929 -1.4104  0.121
H: -2.2349 3.2823 -1.9717  0.050
Si: -2.7426 -1.3768 -1.0739  0.430
H: 1.7462 -1.3298 -2.1595  0.126
Mo: 0.0505 0.3086 0.1003  1.592
C: 3.0347 1.2184 -0.1662  -0.019
C: 3.7743 2.7203 -1.9259  -0.053
H: -0.7927 3.6099 0.2823  0.069
H: -4.5719 0.0997 -1.9246  0.028
H: -3.9443 1.6972 1.8922  0.044
C: 1.9590 -1.0636 3.8476  -0.130
H: -2.5391 -1.4000 -3.5292  0.049
H: 0.3856 2.4297 -3.7777  0.130
C: 1.6572 -3.4279 -1.3776  -0.007
H: -5.0367 -1.5902 -1.8935  0.051
C: 2.6689 -0.1908 1.6833  -0.199
H: -1.2420 -2.3412 -2.8062  0.031
C: 1.6438 -0.4966 2.6021  -0.158
H: -5.0427 -0.6685 -0.3980  0.044
C: 4.2750 -1.1617 3.1939  -0.022
H: -4.0090 3.2386 1.0330  0.055
H: -1.9505 -3.6977 -0.5541  0.015
H: -3.6116 2.2158 -2.1985  0.043
H: -3.6908 -3.6116 -0.6721  0.048
H: -1.1452 2.7391 1.8006  0.058
H: -2.5186 -0.3520 1.0929  0.012
H: -0.3297 -2.7791 1.0109  0.150
O: 0.5160 1.0842 -1.5801  -0.269
C: 3.5793 3.3982 -3.1082  -0.683
C: 0.9573 -3.8666 -0.2719  -0.039
N: 0.3481 -2.8016 0.2657  0.026
H: -1.1421 -0.5828 -2.8518  0.006
N: 2.2150 0.4947 0.5237  -0.024
H: 0.8408 -4.8465 0.1608  0.142
H: 4.7549 -0.3709 1.2497  0.124
C: -2.5745 2.2495 -1.8650  -0.159
C: -0.6060 -0.3749 3.1446  -0.088
H: -1.1936 -0.9844 5.1163  0.127
H: 3.5530 -1.8467 5.0796  0.133
C: 1.4022 -2.0616 -1.4463  -0.102

Forces on the atoms, in the same order (eV/Å):
0.01 0.01 0.02
-0.07 0.11 -0.26
0.01 0.01 0.00
-0.01 0.02 -0.01
-0.03 0.00 -0.04
0.02 0.12 0.08
-0.09 0.00 -0.05
-0.06 0.00 -0.01
0.01 -0.01 0.01
0.00 0.00 0.00
-0.05 0.06 -0.14
0.14 0.01 0.10
-0.01 0.00 0.01
0.21 -0.17 -0.06
0.08 -0.10 0.04
0.00 0.00 0.00
0.04 -0.04 0.06
0.08 0.06 -0.03
0.01 0.00 0.00
0.05 0.00 -0.09
0.07 -0.06 0.10
0.20 0.40 0.18
-0.08 -0.01 0.07
0.22 0.08 0.02
0.41 -0.33 0.07
-0.01 -0.02 0.02
0.07 0.01 -0.06
-0.37 -0.21 0.01
0.00 0.00 0.00
-0.02 0.00 -0.01
-0.16 0.04 -0.01
0.01 -0.02 -0.01
-0.32 -0.27 -0.24
0.00 0.05 -0.07
-0.04 0.02 -0.08
-0.16 0.02 -0.01
-0.02 0.05 0.01
0.00 0.02 0.01
0.06 -0.01 0.07
0.00 -0.03 0.01
-0.01 0.00 -0.01
-0.02 -0.03 0.01
0.00 0.01 -0.01
-0.06 0.09 -0.12
0.00 0.00 -0.01
-0.07 -0.01 0.04
0.01 0.00 0.01
0.01 0.02 -0.07
0.00 0.00 -0.02
-0.04 0.01 0.03
-0.02 -0.01 -0.03
-0.01 0.03 -0.02
-0.04 0.08 -0.02
0.02 0.07 0.02
0.01 -0.03 0.01
0.10 0.02 0.22
-0.06 -0.09 0.09
-0.02 0.00 0.02
0.02 0.09 -0.03
-0.01 0.02 0.01
-0.08 -0.08 0.09
0.02 -0.01 -0.02
-0.01 0.00 -0.01
0.00 0.03 -0.06
0.03 -0.08 0.14
0.01 -0.01 0.01
0.00 0.01 0.00
-0.02 0.06 0.01

Calculated values
total charge: +2
<S²>: 2.024
maximum force: 0.53 eV/A
2S+1: 3
frontier orbital gap (spin up / spin down): 6.4 / 6.6 eV



One molecule with the formula C5H5N at a distorted geometry, computed with ωB97M-V/def2-TZVPD.

Each line ends with the Löwdin charge.
CARTESIAN COORDINATES (ANGSTROEM)
C: 1.0101 0.7676 0.3917  0.066
H: -1.7146 1.2389 0.3783  0.081
H: -1.4235 -1.7545 -0.2049  0.081
C: -1.9308 0.1767 0.2033  0.053
H: 2.4720 0.2981 -1.1901  0.122
H: 3.2388 0.4448 0.6747  0.145
C: -1.0521 -0.8431 0.1260  -0.064
C: 0.3228 -0.3610 0.0826  -0.334
N: 1.5708 -0.9573 0.2384  0.080
C: 2.3354 0.1766 -0.0759  -0.251
H: -2.9394 0.1397 0.1123  0.022

Forces on the atoms, in the same order (eV/Å):
0.10 0.70 0.84
0.95 -0.59 0.06
0.04 -1.87 -0.11
2.25 0.65 0.51
0.36 0.16 1.47
-1.77 -0.90 -2.20
-0.35 3.79 -0.60
1.17 -1.78 -0.24
-1.89 -0.86 1.32
2.18 1.88 -0.72
-3.03 -1.18 -0.32

Calculated values
structure (SMILES): C=CC1=C2CN12
maximum force: 3.85 eV/A
frontier orbital gap (spin up / spin down): 8.3 / 8.3 eV



One molecule with the formula C11H14N2O at a distorted geometry, computed with ωB97M-V/def2-TZVPD.

Each line ends with the Löwdin charge.
CARTESIAN COORDINATES (ANGSTROEM)
H: -1.6751 -2.6343 1.6055  0.109
H: -0.7526 -1.6556 2.7025  0.146
H: 3.5474 -1.1858 -0.7625  0.153
H: 0.0092 3.7487 -0.7721  0.108
C: 1.4920 -0.9492 0.1467  -0.202
H: -0.5567 3.2163 1.0479  0.087
H: -1.7711 3.8489 -0.1625  0.068
C: -0.8072 -2.0145 1.6359  -0.085
C: 2.5163 -0.6683 -0.6362  -0.057
N: 2.3801 0.4683 -1.5144  -0.063
C: 0.3594 -2.8755 1.2254  -0.191
H: 0.1022 -3.1697 0.2752  0.102
C: -1.4614 1.7296 -1.8980  -0.107
H: 1.9360 -1.7207 2.1167  0.132
O: -2.0390 -0.8704 0.0962  0.143
N: 0.2021 -0.3158 0.0863  0.087
C: 0.0893 0.9779 -0.3470  -0.011
C: 1.6111 -2.0613 1.1316  -0.134
H: -2.3487 2.4788 -2.0570  0.111
C: -1.1083 1.7585 -0.4460  -0.463
H: 0.3282 -3.7450 1.7927  0.103
H: 2.4219 -2.6599 0.7178  0.117
C: 1.6431 1.4099 -1.6574  0.019
H: -0.5698 2.2034 -2.4921  0.088
C: -0.8142 3.2992 -0.0612  -0.056
H: -1.9526 1.5101 0.1560  0.112
C: -0.9279 -0.9722 0.5155  -0.401
H: -1.8538 0.8485 -2.4452  0.085

Forces on the atoms, in the same order (eV/Å):
-0.87 -0.04 -0.21
0.30 0.20 -1.14
-2.28 0.73 0.78
-1.50 -0.87 1.77
-0.19 -0.99 1.00
0.10 0.80 -1.53
0.59 -0.22 -0.01
1.08 0.63 0.82
1.15 2.04 -2.12
1.47 -2.13 0.28
-0.25 1.64 0.90
-0.39 -1.05 -2.58
-1.11 2.76 -3.54
-0.08 0.24 0.03
-0.65 1.48 -1.71
0.39 3.25 -1.68
2.37 -1.42 0.80
0.92 -0.76 0.10
1.53 -1.09 0.39
-0.17 1.92 0.25
0.81 -1.54 1.32
0.14 -0.24 0.35
-0.90 0.65 0.28
-1.70 -1.12 0.95
0.96 -1.21 -0.13
-0.68 -0.79 0.51
-1.77 -2.80 3.18
0.73 -0.07 0.94

Calculated values
maximum force: 4.62 eV/A
frontier orbital gap: 7.3 eV



Which of these has the highest maximum force?
C11H14N2O



Among the records above, which one has the highest maximum force?
C11H14N2O



Among the records above, which one has the lowest maximum force?
C26H33BrMoN4OSi2